{"formula": "C51H66N8O4P2STl", "method": "the ωB97M-V functional and the def2-TZVPD basis", "homo_ev": -9.830, "relative_energy_kcal_mol": 10.6, "homo_lumo_gap_ev": 7.2, "charge": 1, "elements": ["Tl", "S", "C", "C", "C", "C", "C", "N", "H", "H", "H", "H", "C", "O", "C", "C", "C", "C", "C", "C", "N", "C", "N", "C", "C", "C", "C", "C", "C", "O", "C", "N", "C", "C", "C", "C", "C", "C", "O", "C", "H", "H", "H", "H", "H", "H", "H", "H", "H", "H", "H", "H", "H", "H", "H", "H", "H", "H", "H", "H", "H", "H", "C", "P", "C", "N", "C", "C", "C", "C", "C", "C", "N", "C", "P", "C", "C", "C", "C", "C", "C", "C", "C", "C", "H", "H", "H", "H", "H", "H", "H", "H", "H", "H", "H", "H", "H", "H", "H", "H", "H", "H", "H", "H", "H", "H", "H", "H", "H", "H", "H", "H", "C", "N", "C", "C", "C", "N", "C", "C", "O", "H", "H", "H", "H", "H", "H", "H", "H", "H", "H", "H", "H"], "positions_angstrom": [[-0.67853, -0.14365, -0.77475], [-2.82613, 0.92837, -1.76528], [-3.92028, 0.09844, -0.68500], [-5.29572, 0.09779, -0.97266], [-6.16245, -0.56433, -0.13300], [-5.66552, -1.18747, 1.00739], [-4.30897, -1.11943, 1.23301], [-3.44107, -0.51955, 0.40423], [-5.64805, 0.60982, -1.85807], [-7.22293, -0.58661, -0.35399], [-6.31460, -1.70615, 1.69972], [-3.87741, -1.55745, 2.12468], [3.04432, -5.27435, -1.15551], [3.31180, -3.96980, -1.65209], [4.16759, -3.87022, -2.70250], [4.99347, -4.91202, -3.10866], [5.92557, -4.72709, -4.11932], [6.04178, -3.49311, -4.73571], [5.19703, -2.46291, -4.35766], [4.24140, -2.63321, -3.36190], [3.45960, -1.49955, -3.02317], [2.18306, -1.40560, -2.51447], [1.39139, -2.41837, -2.90374], [0.06893, -2.77943, -2.62940], [-0.87829, -2.09402, -1.88897], [-2.17257, -2.61659, -1.79354], [-2.51846, -3.79910, -2.41385], [-1.56910, -4.50474, -3.14452], [-0.29263, -4.00313, -3.24504], [0.71576, -4.61448, -3.93227], [0.43563, -5.87139, -4.53562], [1.77749, -0.36436, -1.83949], [2.81925, 0.59350, -1.63896], [3.81637, 0.29652, -0.70034], [4.91957, 1.10456, -0.50247], [5.04084, 2.26831, -1.25757], [4.07424, 2.57789, -2.19316], [2.97181, 1.74630, -2.42322], [2.18439, 2.17467, -3.44286], [1.18696, 1.35342, -4.04869], [2.23637, -5.16457, -0.43918], [3.91651, -5.70129, -0.65538], [2.72286, -5.94106, -1.96004], [4.94008, -5.86966, -2.61026], [6.57087, -5.54666, -4.40797], [6.77848, -3.32998, -5.51086], [5.26936, -1.49438, -4.84115], [3.96112, -0.62828, -3.05653], [1.85350, -3.10789, -3.47579], [-2.93000, -2.09061, -1.23939], [-3.52868, -4.18208, -2.33477], [-1.84493, -5.42693, -3.63704], [1.37027, -6.21150, -4.97094], [-0.31268, -5.77038, -5.32344], [0.09187, -6.59298, -3.79215], [3.71401, -0.63522, -0.15256], [5.68005, 0.82801, 0.21671], [5.89247, 2.92367, -1.12380], [4.16430, 3.46145, -2.81593], [0.78753, 1.94950, -4.86492], [0.38670, 1.10491, -3.36083], [1.62210, 0.44096, -4.46195], [-1.17682, 3.72388, 2.87623], [-2.09462, 2.37602, 1.99130], [-1.94065, 1.19196, 3.42355], [-2.53507, 1.48666, 4.55580], [-2.24617, 0.77870, 5.67214], [-2.84693, 1.12771, 6.90564], [-2.47725, 0.47203, 8.04202], [-1.51330, -0.56766, 8.00089], [-0.94086, -0.94005, 6.82147], [-1.29536, -0.25838, 5.63250], [-0.70688, -0.58812, 4.45960], [-1.02308, 0.07465, 3.37710], [-0.04883, -0.52916, 1.89920], [1.60942, 0.06269, 2.41106], [0.14262, -2.39783, 1.98420], [1.24296, -2.70660, 0.95319], [0.56236, -2.98869, 3.33166], [-1.16996, -3.05596, 1.55487], [-3.83585, 3.10325, 2.03608], [-4.20942, 3.96969, 3.24319], [-3.88373, 3.97129, 0.76950], [-4.84003, 1.95747, 1.90484], [-1.75781, 4.12538, 3.70398], [-0.92907, 4.51736, 2.16887], [-0.25040, 3.32008, 3.28056], [-3.58209, 1.92328, 6.91282], [-2.91798, 0.74642, 8.99191], [-1.23528, -1.06980, 8.91885], [-0.21540, -1.74179, 6.76006], [1.98343, -0.55767, 3.22278], [1.52822, 1.08843, 2.77060], [2.29744, 0.04356, 1.56720], [2.23118, -2.41797, 1.32089], [1.07860, -2.21603, -0.00749], [1.25316, -3.78298, 0.77452], [1.46553, -2.53305, 3.73922], [0.77163, -4.05101, 3.16842], [-0.22410, -2.90427, 4.07404], [-1.56383, -2.64134, 0.62732], [-1.92512, -2.95785, 2.33648], [-1.00012, -4.12403, 1.39900], [-3.71326, 4.94211, 3.21310], [-3.98364, 3.48021, 4.18598], [-5.28613, 4.15932, 3.20273], [-3.12970, 4.76560, 0.79911], [-4.86534, 4.44917, 0.68754], [-3.71325, 3.37444, -0.13067], [-4.79382, 1.28377, 2.76352], [-4.66538, 1.38228, 0.99827], [-5.85347, 2.36474, 1.84598], [1.69426, 3.01039, 0.81543], [1.16577, 3.88456, -0.20963], [1.72772, 5.22887, -0.25820], [0.77692, 6.16807, -0.96559], [0.44891, 5.56632, -2.31114], [-0.08943, 4.22473, -2.14174], [-0.96613, 3.75551, -3.19923], [0.34926, 3.37773, -1.17390], [-0.03349, 2.18679, -1.15726], [1.76818, 3.56950, 1.74701], [2.68291, 2.64279, 0.56213], [1.02472, 2.16824, 0.94714], [2.69723, 5.21583, -0.76720], [1.90188, 5.55245, 0.76755], [1.23256, 7.15090, -1.08350], [-0.13709, 6.28165, -0.37814], [1.34667, 5.53551, -2.93955], [-0.29905, 6.16195, -2.83346], [-1.83059, 4.41654, -3.27836], [-1.31399, 2.75843, -2.96851], [-0.44144, 3.74480, -4.15892]]}